(1)
35
Properties=species:S:1:pos:R:3:forces:R:3 method="wB97M-V/def2-TZVPD" total_charge=+2 lumo_ev="-7.56 / -11.61" molar_mass_g_mol=336.94 de_lowest_kcal_mol=29.5 multiplicity=3 homo_energy_ev="-15.2 / -16.1"
Ni -0.563 1.457 -0.602 0.220 -0.746 -0.890
C -0.703 2.581 0.747 0.755 4.035 6.311
O -0.587 3.299 1.663 -0.732 -2.996 -4.097
C -0.444 2.720 -1.878 -0.612 6.472 -3.961
O -0.445 3.618 -2.591 0.196 -2.581 1.613
C -2.182 1.225 -1.461 -7.599 -1.239 0.431
O -3.349 1.211 -1.426 4.830 0.115 -0.670
C 1.121 1.302 -1.299 6.323 -1.786 0.643
O 2.271 1.248 -1.321 -3.122 0.353 -0.472
C -0.530 -0.992 -3.718 -0.067 -0.331 0.169
H 0.371 -1.614 -3.672 -0.283 0.307 -0.022
H -1.471 -1.503 -3.472 0.340 0.271 -0.330
C -0.489 0.284 -4.084 -0.094 0.309 0.224
H -1.402 0.889 -4.186 0.414 -0.320 -0.020
H 0.460 0.792 -4.287 -0.302 -0.222 -0.192
C -0.179 -2.234 -0.530 0.593 -0.148 -0.344
P -0.573 -0.614 0.197 -0.393 -2.631 1.353
C -2.190 -1.016 0.915 -0.243 0.343 0.278
C 0.608 -0.548 1.595 -0.866 0.557 -1.299
C 1.983 -0.709 1.317 2.336 0.028 1.053
C 2.924 -0.405 2.314 -0.414 -0.772 -1.936
C 2.488 0.103 3.547 0.784 0.100 0.361
C 1.121 0.299 3.794 -2.076 -0.016 -0.400
C 0.178 -0.015 2.815 0.609 0.599 2.082
H -0.887 -2.467 -1.331 0.169 0.105 0.099
H -0.227 -3.027 0.231 -0.138 0.362 -0.091
H 0.837 -2.232 -0.932 -0.158 -0.092 -0.209
H -2.090 -1.831 1.643 -0.189 0.225 -0.165
H -2.624 -0.119 1.358 -0.061 -0.127 0.289
H -2.894 -1.306 0.123 0.351 -0.098 0.054
H 2.340 -1.068 0.344 -0.244 0.100 0.467
H 3.993 -0.561 2.126 -0.471 0.122 0.082
H 3.226 0.369 4.312 -0.299 -0.128 -0.247
H 0.792 0.711 4.746 0.107 -0.094 -0.178
H -0.884 0.154 3.002 0.337 -0.075 0.013

(2)
30
Properties=species:S:1:pos:R:3:forces:R:3 method="wB97M-V/def2-TZVPD" lumo_ev=0.91 molar_mass_g_mol=184.28 de_lowest_kcal_mol=24.4 multiplicity=1 smiles=Cc1ccccc1.Cc1ccccc1 homo_energy_ev=-9.0
C -4.348 0.861 3.129 0.266 0.377 1.727
C -2.986 0.172 3.064 -1.929 1.124 -1.278
C -2.250 0.508 1.913 0.859 -1.431 1.304
C -1.054 -0.157 1.756 1.695 0.232 -0.741
C -0.509 -1.021 2.715 -1.615 -0.483 0.156
C -1.333 -1.370 3.766 -0.851 0.120 1.816
C -2.587 -0.757 4.013 1.229 1.044 -1.659
H -5.026 0.369 3.835 0.007 -0.243 -0.337
H -4.854 1.030 2.186 0.140 -0.293 -0.264
H -4.225 1.848 3.593 0.083 0.102 -0.210
H -2.532 1.278 1.217 -0.413 -0.065 -0.141
H -0.457 0.014 0.859 -0.056 0.200 0.132
H 0.439 -1.535 2.687 0.156 0.225 -0.621
H -1.026 -2.104 4.502 0.347 0.018 -0.055
H -3.181 -0.753 4.914 0.096 -0.926 0.150
C 1.003 -1.168 -4.427 -0.957 -0.178 -1.337
C 1.730 -0.187 -3.535 -0.843 -1.202 -0.603
C 3.083 0.001 -3.772 0.420 0.703 1.360
C 3.858 0.630 -2.773 -1.203 0.105 -1.467
C 3.213 1.238 -1.704 1.251 -0.723 -0.643
C 1.851 1.046 -1.521 0.602 0.653 1.540
C 1.088 0.337 -2.410 0.978 -0.537 -0.118
H 1.479 -2.138 -4.584 0.498 0.179 0.410
H 0.855 -0.808 -5.457 0.298 0.299 0.182
H -0.021 -1.441 -4.155 0.115 0.381 0.610
H 3.539 -0.338 -4.690 0.034 -0.359 0.047
H 4.924 0.673 -2.906 0.253 0.231 0.086
H 3.912 1.751 -1.054 -0.661 0.144 0.619
H 1.481 1.325 -0.536 -0.415 0.289 -0.350
H 0.096 0.046 -2.117 -0.383 0.013 -0.316

(3)
30
Properties=species:S:1:pos:R:3:forces:R:3 method="wB97M-V/def2-TZVPD" lumo_ev=0.98 molar_mass_g_mol=184.28 de_lowest_kcal_mol=19.7 multiplicity=1 smiles=Cc1ccccc1.Cc1ccccc1 homo_energy_ev=-8.9
C -2.446 0.793 0.238 -0.156 0.701 0.026
C -2.608 -0.164 -0.920 -0.079 0.599 1.185
C -3.681 0.012 -1.787 0.276 -1.102 -0.218
C -3.939 -0.974 -2.742 -0.260 0.731 0.233
C -3.219 -2.156 -2.743 0.320 0.403 -0.556
C -2.097 -2.267 -1.931 -0.322 -0.302 0.230
C -1.792 -1.287 -0.991 -0.102 -0.252 -1.155
H -1.832 0.397 1.031 0.189 -0.326 0.194
H -3.420 1.029 0.664 -0.135 -0.180 0.103
H -2.035 1.783 0.012 0.146 -0.189 -0.449
H -4.386 0.820 -1.655 0.236 0.292 -0.121
H -4.697 -0.739 -3.482 -0.189 -0.485 0.105
H -3.474 -2.937 -3.448 0.098 -0.013 0.002
H -1.504 -3.165 -2.015 0.165 -0.043 0.133
H -0.893 -1.408 -0.401 -0.143 0.170 0.295
C 2.767 1.685 3.316 0.210 -0.781 0.631
C 2.736 0.901 2.036 -0.498 0.086 0.012
C 3.889 0.292 1.559 0.441 -0.163 -0.328
C 3.907 -0.315 0.314 -0.140 0.664 -0.734
C 2.853 -0.117 -0.578 0.186 -0.466 0.638
C 1.716 0.514 -0.109 -0.549 0.257 -0.100
C 1.593 0.877 1.230 0.821 -0.636 0.143
H 2.869 1.061 4.204 -0.029 -0.237 -0.003
H 1.935 2.343 3.512 -0.418 0.114 -0.364
H 3.659 2.279 3.298 0.490 0.541 0.034
H 4.827 0.285 2.104 -0.209 0.137 0.332
H 4.810 -0.747 -0.087 0.168 -0.326 0.262
H 2.910 -0.588 -1.550 -0.071 0.456 -0.237
H 0.931 0.853 -0.777 -0.279 -0.736 -0.098
H 0.620 0.940 1.697 -0.167 1.085 -0.197

(4)
30
Properties=species:S:1:pos:R:3:forces:R:3 method="wB97M-V/def2-TZVPD" lumo_ev=0.93 molar_mass_g_mol=184.28 de_lowest_kcal_mol=16.7 multiplicity=1 smiles=Cc1ccccc1.Cc1ccccc1 homo_energy_ev=-8.7
C -0.327 0.978 0.872 -0.473 -1.478 -0.456
C 0.036 0.168 2.110 0.884 0.984 0.217
C 0.714 -1.047 1.973 -0.662 0.083 -0.346
C 1.579 -1.507 2.945 -0.228 -0.094 0.487
C 1.839 -0.727 4.074 -0.257 -0.988 -0.634
C 1.095 0.418 4.261 -0.506 0.380 1.028
C 0.153 0.836 3.337 0.068 -0.482 -0.716
H 0.279 0.528 0.089 0.227 0.351 -0.273
H -0.042 2.007 0.992 0.009 0.424 0.068
H -1.330 0.905 0.441 -0.225 0.085 0.565
H 0.495 -1.620 1.076 0.393 -0.026 -0.034
H 2.000 -2.503 2.891 0.192 0.110 -0.241
H 2.523 -1.168 4.786 0.063 0.516 0.296
H 1.160 0.989 5.183 0.244 -0.098 -0.021
H -0.483 1.692 3.518 0.272 0.264 0.032
C -2.581 -0.951 -2.057 0.286 -1.064 0.216
C -1.247 -0.318 -2.339 -0.561 0.406 -1.370
C -0.058 -1.028 -2.367 0.225 0.014 0.652
C 1.149 -0.386 -2.635 -0.509 -0.336 -0.002
C 1.150 0.952 -2.988 0.555 0.179 -0.182
C -0.039 1.663 -3.088 0.270 -0.689 -0.006
C -1.223 0.991 -2.822 -0.019 0.767 0.410
H -2.582 -1.436 -1.075 -0.097 0.334 0.113
H -2.769 -1.794 -2.732 0.032 0.200 -0.184
H -3.417 -0.267 -2.141 0.021 0.178 0.094
H -0.074 -2.083 -2.126 0.086 -0.059 0.101
H 2.068 -0.953 -2.568 0.053 0.080 -0.135
H 2.098 1.407 -3.253 -0.086 0.162 0.170
H -0.028 2.702 -3.386 -0.101 -0.008 -0.094
H -2.139 1.553 -2.973 -0.155 -0.195 0.244

(5)
30
Properties=species:S:1:pos:R:3:forces:R:3 method="wB97M-V/def2-TZVPD" lumo_ev=0.94 molar_mass_g_mol=184.28 de_lowest_kcal_mol=7.2 multiplicity=1 smiles=Cc1ccccc1.Cc1ccccc1 homo_energy_ev=-9.0
C -0.893 2.212 0.403 0.587 -0.115 0.580
C -1.554 1.749 -0.859 -0.276 0.712 0.348
C -1.673 2.607 -1.947 -0.045 0.051 -0.628
C -2.291 2.184 -3.114 0.207 -0.510 -0.316
C -2.823 0.902 -3.194 0.159 -0.226 -0.136
C -2.710 0.035 -2.121 0.095 0.395 0.122
C -2.132 0.497 -0.935 -0.253 -0.826 -0.213
H -1.221 1.639 1.264 -0.334 -0.059 0.130
H -1.032 3.265 0.621 -0.311 0.196 -0.111
H 0.194 2.076 0.434 -0.028 -0.120 -0.488
H -1.308 3.627 -1.922 0.273 -0.058 0.216
H -2.236 2.750 -4.038 -0.308 0.404 0.313
H -3.307 0.556 -4.100 0.155 0.077 -0.051
H -3.022 -0.994 -2.251 -0.247 0.073 0.336
H -2.180 -0.135 -0.052 0.363 -0.023 -0.093
C 2.827 -0.816 3.294 0.786 0.646 0.409
C 2.171 -1.272 2.026 0.640 0.143 -0.033
C 1.801 -2.605 1.915 0.089 0.013 0.292
C 1.127 -3.073 0.802 -0.064 0.354 0.458
C 0.890 -2.198 -0.253 0.370 -0.892 0.123
C 1.380 -0.906 -0.202 -0.316 0.003 -0.417
C 1.998 -0.419 0.938 -0.200 -0.424 0.225
H 2.146 -0.811 4.138 -0.260 -0.137 0.115
H 3.229 0.200 3.239 -0.260 0.059 -0.280
H 3.707 -1.397 3.602 -0.323 -0.319 -0.257
H 2.102 -3.262 2.728 -0.368 -0.070 -0.079
H 0.758 -4.087 0.826 0.064 -0.144 -0.371
H 0.446 -2.623 -1.139 -0.248 0.341 -0.211
H 1.253 -0.302 -1.086 0.028 0.330 -0.006
H 2.354 0.599 0.981 0.024 0.127 0.024

(6)
30
Properties=species:S:1:pos:R:3:forces:R:3 method="wB97M-V/def2-TZVPD" total_charge=+1 lumo_ev="-4.31 / -8.08" molar_mass_g_mol=184.28 de_lowest_kcal_mol=15.7 multiplicity=2 homo_energy_ev="-11.6 / -11.6"
C -2.878 3.894 -1.111 0.187 0.847 -1.189
C -2.624 0.277 -2.113 0.297 1.051 0.211
C -1.255 0.096 -1.995 0.358 -1.140 0.198
C -3.082 1.587 -1.999 -0.201 -0.327 -0.060
C -2.235 2.676 -1.756 -0.656 -0.242 1.942
C -0.386 1.136 -1.721 -0.423 0.955 -1.221
C -0.874 2.441 -1.594 0.152 -0.841 -0.295
H -3.324 -0.536 -2.224 0.084 -0.113 -0.144
H -0.825 -0.902 -2.068 -0.214 0.053 -0.236
H -4.154 1.754 -1.990 0.071 0.100 -0.133
H 0.672 1.005 -1.898 0.252 -0.175 0.513
H -2.726 3.868 -0.035 -0.001 -0.005 0.030
H -3.943 3.987 -1.321 -0.069 -0.406 0.088
H -0.159 3.205 -1.335 -0.136 0.437 -0.044
H -2.481 4.838 -1.504 0.285 -0.159 0.223
C 2.656 -1.570 3.974 -0.542 0.891 0.250
C 1.550 -0.723 0.524 0.040 -0.304 -0.706
C 1.183 -2.030 0.039 -0.124 0.073 -0.156
C 2.073 -0.541 1.765 -0.637 -0.137 -0.082
C 2.226 -1.692 2.562 0.941 0.319 0.176
C 1.519 -3.175 0.730 0.580 -0.258 1.230
C 2.096 -2.996 1.966 -0.776 -0.297 0.529
H 1.402 0.060 -0.196 -0.108 0.502 0.203
H 0.608 -2.120 -0.869 0.042 0.192 -0.220
H 2.265 0.448 2.165 0.103 -0.138 -0.054
H 1.302 -4.188 0.437 -0.119 0.032 -0.508
H 2.656 -0.525 4.285 0.387 0.101 -0.279
H 3.657 -1.988 4.118 -0.233 -0.277 0.183
H 2.281 -3.838 2.628 0.148 0.007 -0.258
H 1.906 -1.968 4.669 0.311 -0.741 -0.191

(7)
44
Properties=species:S:1:pos:R:3:forces:R:3 method="wB97M-V/def2-TZVPD" total_charge=-1 lumo_ev=2.49 molar_mass_g_mol=444.43 multiplicity=1 homo_energy_ev=-4.6
Be -0.727 0.841 -0.250 0.071 -0.300 0.070
N -0.363 -0.729 0.464 -0.211 0.072 -0.183
C -1.035 -0.666 1.796 -0.010 0.009 0.009
C -2.045 0.487 1.789 0.016 -0.106 0.065
O -3.055 0.456 2.481 -0.019 0.040 -0.016
N -1.663 1.424 0.907 0.019 0.151 -0.065
C -2.615 2.328 0.303 0.084 0.056 -0.001
C -2.374 2.247 -1.218 -0.052 -0.255 0.020
O -3.020 2.878 -2.022 0.017 0.101 -0.010
O -1.401 1.402 -1.543 -0.031 0.076 0.036
H -0.751 -1.475 -0.105 0.003 -0.025 0.023
H 0.634 -0.939 0.561 0.051 -0.008 0.084
H -0.266 -0.484 2.547 -0.016 -0.030 -0.005
H -1.551 -1.594 2.033 -0.001 0.002 -0.004
H -2.482 3.367 0.614 -0.025 0.008 0.006
H -3.646 2.046 0.528 -0.002 0.006 -0.018
F 7.280 -0.440 5.051 0.006 -0.010 0.005
C 6.139 -0.321 4.352 -0.042 -0.024 0.000
C 5.149 -1.283 4.443 0.043 0.033 -0.003
F 5.338 -2.346 5.241 0.001 -0.014 0.004
C 3.980 -1.152 3.719 -0.004 0.022 -0.035
F 3.074 -2.130 3.856 -0.033 -0.006 0.004
C 3.717 -0.066 2.871 0.088 -0.075 0.003
S 2.243 0.096 1.981 0.052 0.121 0.090
C 4.749 0.877 2.814 -0.010 0.035 -0.006
F 4.619 1.969 2.037 -0.005 -0.005 -0.018
C 5.928 0.766 3.526 -0.024 0.001 -0.018
F 6.876 1.711 3.420 0.013 0.010 0.005
C 2.321 1.297 -3.982 -0.002 0.022 -0.003
C 1.219 1.566 -2.973 0.018 0.017 -0.037
S 1.553 0.854 -1.353 -0.032 -0.061 -0.098
O 1.868 -0.586 -1.587 -0.025 0.165 0.046
C 3.067 1.769 -0.920 0.005 -0.078 0.060
C 4.297 0.888 -1.051 0.019 0.031 0.005
H 1.993 1.598 -4.978 0.003 0.008 0.003
H 2.555 0.233 -4.005 -0.005 -0.014 0.010
H 3.235 1.844 -3.747 -0.004 0.007 -0.005
H 0.270 1.120 -3.267 -0.006 -0.010 0.003
H 1.023 2.627 -2.803 0.026 0.029 -0.023
H 2.925 2.058 0.119 0.014 0.006 0.014
H 3.100 2.655 -1.554 0.017 0.004 -0.017
H 4.181 0.010 -0.419 -0.001 -0.010 0.012
H 5.169 1.449 -0.710 0.003 -0.005 -0.002
H 4.465 0.556 -2.075 -0.009 0.002 -0.008

(8)
40
Properties=species:S:1:pos:R:3:forces:R:3 method="wB97M-V/def2-TZVPD" total_charge=+1 lumo_ev="-4.00 / -3.83" molar_mass_g_mol=501.05 multiplicity=2 homo_energy_ev="-11.3 / -11.3"
V 1.048 -0.046 -0.814 -0.114 0.158 0.032
Br -0.315 4.505 -2.282 -0.006 0.004 -0.005
C -1.016 2.846 -2.792 -0.014 -0.026 0.000
C -2.079 2.787 -3.726 0.015 0.024 0.014
C -2.606 1.594 -4.126 -0.013 0.000 -0.012
Br -4.014 1.573 -5.376 -0.008 0.003 -0.007
C -2.102 0.370 -3.608 -0.023 -0.027 -0.020
C -2.535 -0.928 -3.943 0.015 0.034 0.017
C -1.932 -2.020 -3.370 0.010 -0.009 0.008
C -0.896 -1.834 -2.449 -0.020 -0.017 -0.008
N -0.484 -0.631 -2.098 -0.065 -0.024 -0.032
C -1.061 0.462 -2.674 0.037 0.029 0.034
C -0.502 1.694 -2.266 0.033 0.026 0.038
O 0.512 1.616 -1.387 -0.031 -0.015 -0.046
H -2.467 3.713 -4.125 -0.004 -0.004 -0.004
H -3.336 -1.054 -4.659 -0.002 0.005 -0.003
H -2.240 -3.023 -3.624 0.004 -0.002 0.002
H -0.387 -2.676 -1.997 -0.003 0.000 -0.002
C -0.120 1.882 2.491 -0.018 0.011 -0.014
N 0.484 0.648 2.996 -0.011 0.003 0.014
C 0.354 0.424 4.434 -0.002 -0.004 0.005
C 0.831 -0.309 2.139 0.028 0.054 -0.017
O 0.380 -0.220 0.926 -0.060 -0.131 0.014
N 1.598 -1.344 2.482 0.003 0.026 0.008
C 1.665 -2.530 1.630 -0.026 0.016 -0.001
C 2.620 -1.264 3.526 0.002 -0.004 0.001
H 0.079 2.672 3.210 0.006 0.001 -0.002
H -1.199 1.767 2.373 -0.001 0.001 0.013
H 0.311 2.163 1.534 0.015 -0.010 0.005
H -0.626 0.787 4.745 -0.001 0.002 -0.005
H 1.118 0.961 4.995 0.000 -0.001 0.001
H 0.409 -0.636 4.662 0.002 0.000 -0.003
H 0.729 -2.657 1.093 0.003 -0.010 0.006
H 1.816 -3.396 2.273 0.012 -0.004 -0.008
H 2.484 -2.460 0.914 0.011 0.002 0.005
H 2.767 -0.235 3.837 0.001 0.001 0.001
H 3.556 -1.630 3.104 0.000 0.001 0.001
H 2.362 -1.878 4.389 -0.003 0.001 -0.001
O 2.777 -0.281 -0.995 0.177 -0.055 0.001
O 2.017 -1.410 -1.444 0.052 -0.058 -0.027